Entry from the OMol25 dataset: C44H60N4O7P3Rb as an isolated structure at a distorted geometry (wB97M-V/def2-TZVPD).

Structure (XYZ):
```
119
Properties=species:S:1:pos:R:3:forces:R:3:lowdin_charge:R:1
Rb -0.05190 0.46152 -0.42616 -0.1879 -2.3252 1.0113 0.813
N -0.40912 -1.44153 2.41496 0.1475 -0.2017 -0.2321 0.115
C -1.14433 -1.23481 3.55255 -0.2885 0.1471 0.2051 -0.341
C -1.51538 -2.29403 4.38404 -0.0413 -0.1161 -0.0302 -0.035
C -2.30802 -2.07986 5.49285 0.0294 0.0569 -0.0811 -0.093
C -2.73012 -0.79814 5.80964 -0.1280 0.0162 0.2073 -0.102
C -2.38062 0.26093 4.99255 0.0410 -0.1079 0.0671 -0.092
C -1.61006 0.06191 3.85305 -0.0357 -0.1348 -0.3637 -0.327
P -1.33086 1.34069 2.57201 -0.0404 0.3765 0.8442 1.087
C -2.41008 2.63992 3.29014 -0.0844 0.1555 -0.2701 -0.388
C -1.94930 3.73571 4.01276 0.1002 -0.1405 -0.0164 -0.092
C -2.83704 4.67877 4.50268 -0.1129 0.1412 0.0654 -0.078
C -4.19833 4.53561 4.28826 0.0143 0.0433 0.0343 -0.090
C -4.66959 3.44310 3.57580 -0.1823 0.0254 0.0307 -0.091
C -3.78180 2.51257 3.07120 0.1677 0.0275 -0.0117 -0.121
C 0.30207 2.01156 3.07090 0.0428 -0.0514 -0.1472 -0.392
C 0.98443 2.81807 2.16309 -0.1126 -0.1242 0.0883 -0.111
C 2.24107 3.30680 2.46762 0.0915 0.1419 -0.0523 -0.066
C 2.82411 3.00769 3.68939 0.0474 0.0426 0.0033 -0.093
C 2.14115 2.22224 4.60496 0.1190 0.0023 0.1072 -0.080
C 0.88818 1.72155 4.29701 -0.0552 -0.0249 -0.0753 -0.076
H -0.10081 -2.39061 2.25538 0.0036 0.1415 0.0079 0.108
H 0.31980 -0.76888 2.19556 0.2644 -0.1536 0.0063 0.014
H -1.18922 -3.29418 4.13468 0.0781 -0.0980 -0.0117 0.108
H -2.59871 -2.91328 6.11452 -0.0059 -0.1017 0.0618 0.100
H -3.34936 -0.62763 6.67736 -0.0277 0.0250 0.0983 0.096
H -2.73360 1.25082 5.24310 -0.0171 0.0380 -0.0141 0.101
H -0.88995 3.84966 4.20122 0.0203 0.0164 -0.0067 0.105
H -2.46356 5.52689 5.06085 0.0146 0.0337 0.0295 0.104
H -4.88790 5.27255 4.67361 -0.0621 0.0438 0.0326 0.101
H -5.73239 3.32807 3.40813 -0.0317 -0.0225 -0.0220 0.106
H -4.14369 1.66737 2.50135 -0.1022 -0.0888 -0.0650 0.103
H 0.53418 3.04113 1.20541 0.0239 0.0120 -0.1218 0.074
H 2.77489 3.91333 1.74779 0.0047 0.0082 -0.0357 0.096
H 3.80895 3.38951 3.92686 0.0196 0.0071 0.0153 0.102
H 2.59040 1.99600 5.56307 0.0169 -0.0257 0.0334 0.104
H 0.36406 1.09640 5.00673 0.0023 -0.0434 0.0443 0.108
N 4.13070 -0.33138 2.32294 0.1564 0.2777 0.2183 0.181
C 3.06177 -0.68033 1.56916 0.3370 -0.5761 -0.0173 -0.552
O 2.00266 -0.08147 1.69940 -0.6668 0.3909 0.1526 -0.073
C 3.28871 -1.80174 0.60659 0.3885 -0.0558 -0.4167 -0.304
C 3.40750 -1.20539 -0.78774 -0.7515 0.3932 -0.4805 -0.208
H 4.05722 0.47888 2.91584 -0.0391 0.0118 -0.0226 0.088
H 5.01885 -0.78663 2.22218 -0.0572 -0.0339 -0.1168 0.097
H 2.42541 -2.47255 0.63136 -0.0039 -0.0036 0.1637 0.093
H 4.18676 -2.37279 0.91995 -0.1654 -0.0948 0.2909 0.083
H 3.43872 -1.99290 -1.54165 0.1820 -0.1722 -0.0751 -0.056
H 4.29168 -0.57001 -0.88086 0.2194 -0.0637 0.0032 -0.041
C -4.77200 -1.88416 0.85365 -0.0864 -0.4771 -0.4378 -0.045
C -5.12087 -2.80267 -0.13779 -0.0207 0.4344 0.5825 -0.065
C -4.21356 -3.07766 -1.13364 0.6781 0.1781 -0.2837 -0.017
C -2.96446 -2.42603 -1.13622 -1.2330 0.3445 1.3208 -0.213
N -2.63521 -1.53962 -0.17426 0.1207 -0.4266 -1.0252 0.113
C -3.51868 -1.29401 0.77178 -0.3174 0.2377 0.5265 -0.142
C -1.97089 -2.74390 -2.14504 1.3738 -0.4345 -1.2854 -0.219
C -2.33390 -3.26264 -3.40329 -0.1582 0.4426 0.6878 -0.020
C -1.35440 -3.64398 -4.28830 0.7936 -0.0749 -0.0041 -0.066
C -0.01785 -3.52422 -3.90502 -0.6368 -0.0751 -0.0996 -0.063
C 0.25282 -2.97300 -2.66008 0.5346 -0.2612 -0.2065 -0.143
N -0.67518 -2.57689 -1.81197 -1.0423 0.0309 0.3451 0.121
H -5.44329 -1.66790 1.67218 0.0242 0.0998 0.0227 0.103
H -6.07975 -3.30160 -0.11813 -0.0417 -0.0232 0.0169 0.106
H -4.44679 -3.80942 -1.89396 0.0190 -0.0161 0.0058 0.104
H -3.20920 -0.57811 1.52718 0.0230 -0.0211 0.0123 0.070
H -3.37099 -3.33670 -3.68929 -0.1212 -0.0065 0.0264 0.103
H -1.62193 -4.04127 -5.25771 0.0143 -0.0126 -0.0506 0.107
H 0.78059 -3.84171 -4.55644 0.1150 -0.0088 -0.0320 0.105
H 1.27492 -2.85721 -2.31603 0.0911 0.1695 -0.0321 0.101
C 4.65356 3.41665 -3.76725 -0.3393 -0.0138 0.2627 -0.029
C 3.86006 3.39453 -2.46879 0.8463 -0.2365 0.1245 -0.451
C 4.51845 4.26346 -1.40369 -0.3046 -0.2556 -0.1996 -0.029
O 2.55389 3.90907 -2.74989 -0.8669 -0.1510 0.0813 -0.182
P 1.27102 2.99367 -2.41966 0.9275 1.2978 -1.5899 0.469
O 1.47524 2.15136 -1.24475 0.6075 0.8696 -0.0518 -0.449
C 0.03384 4.31201 -2.34824 -0.2731 -1.0684 0.4678 -0.174
P -1.44679 3.49151 -1.64672 -0.5729 1.5602 0.0085 0.473
O -1.45334 2.05937 -1.92476 -0.3508 -0.2449 -0.5183 -0.389
O -2.69079 4.29594 -2.27261 0.7712 -0.0642 0.6588 -0.196
C -3.38127 3.71032 -3.38598 -0.5784 -0.1845 -0.6160 -0.454
C -3.89640 4.84889 -4.25419 0.2629 -0.2125 0.2521 -0.035
C -4.50387 2.83175 -2.85725 0.3520 0.0801 0.0286 -0.030
O -1.50653 3.76446 -0.09091 0.2295 -0.3657 -0.6908 -0.177
C -1.89884 4.95024 0.61181 -0.3315 0.7885 0.5844 -0.418
C -1.18941 6.18709 0.08467 0.0233 -0.3634 0.1171 -0.038
C -3.41125 5.12224 0.58875 0.2169 -0.1975 -0.0323 -0.026
O 0.87058 2.27896 -3.78449 0.0032 0.5573 0.5650 -0.178
C 1.23881 0.92857 -4.12668 0.1848 -0.6968 -0.3949 -0.418
C -0.01335 0.06929 -4.14176 0.2142 0.2834 0.2421 -0.033
C 1.87119 0.96436 -5.51360 -0.0365 0.1481 0.3795 -0.025
H 5.63118 2.96944 -3.62154 0.1567 -0.0374 0.0007 0.087
H 4.76579 4.44972 -4.08878 0.0987 0.0919 -0.1128 0.086
H 4.12505 2.87007 -4.54296 0.0203 -0.0540 -0.0733 0.056
H 3.75339 2.37380 -2.07972 0.1311 0.0839 -0.1006 0.136
H 4.52363 5.30530 -1.72047 0.0194 0.0777 -0.0265 0.085
H 5.54177 3.92979 -1.25553 0.1250 0.0026 0.0748 0.085
H 3.98210 4.17457 -0.46231 -0.0407 0.0202 0.1024 0.065
H -0.16428 4.67153 -3.35435 -0.0694 -0.0268 -0.0838 0.091
H 0.44184 5.11600 -1.74704 -0.1275 0.0566 0.1143 0.065
H -2.67186 3.09356 -3.94905 -0.0673 0.0557 -0.0051 0.137
H -4.58917 5.46286 -3.68440 -0.1001 0.0802 0.0512 0.084
H -4.41226 4.44739 -5.12126 -0.0678 -0.0367 -0.1077 0.084
H -3.07429 5.47454 -4.59121 0.0690 0.0793 -0.0705 0.079
H -5.19398 3.43267 -2.27014 -0.1200 0.0741 0.0586 0.087
H -4.07820 2.05888 -2.22256 -0.0573 -0.1352 0.0350 0.076
H -5.04334 2.36580 -3.67690 -0.0689 -0.0586 -0.1001 0.086
H -1.58074 4.75166 1.64329 -0.0369 0.0484 -0.2854 0.124
H -1.47425 6.36179 -0.95214 0.0216 0.1497 -0.0672 0.081
H -0.11208 6.05558 0.16057 0.1201 0.1116 -0.0406 0.081
H -1.47239 7.05254 0.67901 -0.0409 0.0459 0.0269 0.091
H -3.74673 5.37145 -0.41461 -0.0745 0.0460 -0.0203 0.072
H -3.69823 5.91903 1.27264 0.0113 0.0242 0.0640 0.090
H -3.88766 4.19965 0.91149 -0.0828 -0.0096 0.0073 0.074
H 1.94077 0.54525 -3.37559 -0.0136 0.0027 -0.0397 0.138
H -0.73808 0.50674 -4.82534 -0.1492 0.0116 -0.0561 0.095
H -0.44611 0.02610 -3.14521 -0.1668 -0.0806 -0.1169 0.032
H 0.23044 -0.93947 -4.46813 -0.0035 0.0371 0.0019 0.071
H 1.17785 1.42827 -6.21546 -0.0205 -0.0020 -0.0474 0.088
H 2.07675 -0.05113 -5.84040 0.0736 -0.0919 -0.0554 0.086
H 2.80008 1.53129 -5.51525 0.0128 -0.0113 -0.0330 0.059
```
Forces are in eV/Å.

Energy above the lowest of the compared OMol25 structures with the same formula, charge and spin in kcal/mol: 33.0
Kohn-Sham gap in eV: 4.38
E_tot in eV: -95421.8923
LUMO energy in eV: 0.27